Record 1
{"formula": "C5H38AgO15", "method": "ωB97M-V/def2-TZVPD", "species": ["Ag", "C", "C", "C", "O", "H", "H", "H", "H", "H", "H", "H", "C", "C", "O", "H", "H", "H", "H", "H", "O", "H", "H", "O", "H", "H", "O", "H", "H", "O", "H", "H", "O", "H", "H", "O", "H", "H", "O", "H", "H", "O", "H", "H", "O", "H", "H", "O", "H", "H", "O", "H", "H", "O", "H", "H", "O", "H", "H"], "positions_angstrom": [[1.131, -1.479, 1.361], [-0.764, 1.038, 1.647], [-1.206, -0.042, 0.693], [-1.406, 0.475, -0.726], [-0.157, -0.900, 0.546], [-1.504, 1.849, 1.728], [0.141, 1.389, 1.278], [-0.485, 0.576, 2.545], [-2.011, -0.673, 1.028], [-1.208, -0.348, -1.485], [-0.808, 1.392, -0.912], [-2.421, 0.718, -0.879], [0.259, -4.556, 1.292], [-0.124, -3.553, 2.414], [1.049, -2.755, 2.441], [1.140, -5.100, 1.547], [0.362, -4.066, 0.288], [-0.540, -5.310, 1.061], [-0.366, -3.985, 3.383], [-0.996, -3.012, 2.047], [0.397, 3.751, 3.283], [0.169, 2.826, 3.408], [1.307, 3.697, 2.998], [-1.981, -2.603, -0.893], [-1.712, -2.864, -0.055], [-1.841, -1.639, -0.797], [2.440, 1.329, -0.226], [2.192, 2.220, -0.276], [3.393, 1.268, -0.305], [1.584, 0.988, 4.624], [1.218, 0.547, 5.378], [2.136, 1.680, 4.929], [2.200, -2.052, -0.006], [1.594, -2.120, -0.740], [2.683, -2.860, -0.122], [-1.622, -1.923, -3.778], [-2.098, -2.679, -3.454], [-0.871, -2.336, -4.169], [-1.138, 3.429, -2.706], [-0.231, 3.081, -2.884], [-1.638, 2.630, -2.832], [1.991, -0.284, 2.175], [2.338, 0.004, 3.043], [2.282, 0.336, 1.451], [1.069, 3.878, -0.065], [0.211, 3.541, 0.118], [0.888, 4.100, -1.002], [-2.116, 4.004, -0.140], [-1.975, 3.882, -1.093], [-2.394, 3.194, 0.153], [0.590, -2.681, -1.957], [-0.329, -2.500, -2.062], [1.025, -2.204, -2.654], [1.175, 1.670, -2.980], [1.928, 2.123, -3.229], [1.461, 1.141, -2.243], [-2.337, 0.927, -4.014], [-1.608, 0.700, -4.645], [-2.480, 0.116, -3.523]], "gap_ha": [0.2239, 0.2207], "e_homo_ev": [-6.31, -6.25], "spin_multiplicity": 2}

Record 2
{"formula": "C34H86As3F21N5O12", "method": "ωB97M-V/def2-TZVPD", "species": ["C", "O", "C", "C", "N", "H", "H", "C", "C", "O", "C", "H", "H", "H", "H", "H", "H", "H", "H", "H", "H", "H", "H", "H", "H", "C", "O", "C", "C", "N", "H", "H", "C", "C", "O", "C", "H", "H", "H", "H", "H", "H", "H", "H", "H", "H", "H", "H", "H", "H", "C", "O", "C", "C", "N", "H", "H", "C", "C", "O", "C", "H", "H", "H", "H", "H", "H", "H", "H", "H", "H", "H", "H", "H", "H", "C", "O", "C", "C", "N", "H", "H", "C", "C", "O", "C", "H", "H", "H", "H", "H", "H", "H", "H", "H", "H", "H", "H", "H", "H", "C", "O", "C", "C", "N", "H", "H", "C", "C", "O", "C", "H", "H", "H", "H", "H", "H", "H", "H", "H", "H", "H", "H", "H", "H", "C", "O", "O", "C", "F", "F", "F", "C", "C", "H", "H", "H", "H", "H", "H", "As", "F", "F", "F", "F", "F", "F", "As", "F", "F", "F", "F", "F", "F", "As", "F", "F", "F", "F", "F", "F"], "positions_angstrom": [[21.582, 20.663, 21.657], [20.476, 20.531, 20.736], [19.189, 20.844, 21.274], [18.057, 20.564, 20.357], [18.306, 21.235, 19.023], [19.235, 21.680, 19.077], [18.365, 20.621, 18.247], [17.440, 22.373, 18.801], [17.778, 22.986, 17.465], [17.753, 21.955, 16.489], [18.550, 22.282, 15.397], [21.404, 19.926, 22.463], [21.607, 21.659, 22.054], [22.525, 20.487, 21.076], [19.132, 21.874, 21.637], [18.973, 20.206, 22.194], [17.040, 20.951, 20.658], [18.022, 19.488, 20.123], [17.418, 23.079, 19.670], [16.449, 21.966, 18.791], [18.769, 23.370, 17.684], [17.034, 23.767, 17.285], [18.287, 21.478, 14.653], [19.562, 22.198, 15.730], [18.278, 23.294, 15.035], [22.458, 19.849, 17.053], [22.921, 18.712, 16.251], [23.262, 19.165, 14.912], [23.576, 17.846, 14.218], [22.427, 16.870, 14.388], [22.850, 15.967, 14.240], [22.066, 16.888, 15.332], [21.226, 17.126, 13.486], [20.157, 16.119, 13.633], [20.548, 14.743, 13.237], [19.811, 14.207, 12.089], [22.290, 19.532, 18.144], [21.524, 20.178, 16.679], [23.154, 20.663, 17.040], [24.041, 19.985, 14.952], [22.426, 19.621, 14.451], [24.489, 17.330, 14.690], [23.778, 17.918, 13.144], [21.638, 17.020, 12.468], [20.793, 18.186, 13.663], [19.323, 16.574, 13.031], [19.813, 15.974, 14.719], [20.102, 14.719, 11.131], [18.710, 14.253, 12.227], [20.113, 13.152, 12.057], [23.460, 16.628, 21.611], [22.980, 15.441, 21.081], [21.871, 15.672, 20.195], [21.171, 14.428, 19.843], [21.987, 13.485, 19.081], [21.311, 12.724, 18.862], [22.422, 14.511, 17.276], [23.155, 12.977, 19.876], [23.734, 11.792, 19.186], [23.909, 12.010, 17.839], [24.526, 10.938, 17.151], [24.308, 16.413, 22.281], [22.648, 17.174, 22.149], [23.729, 17.250, 20.738], [22.055, 16.264, 19.310], [21.150, 16.336, 20.767], [20.355, 14.709, 19.219], [20.789, 14.078, 20.876], [22.967, 12.839, 20.960], [23.922, 13.759, 19.844], [23.093, 10.849, 19.329], [24.714, 11.618, 19.708], [25.585, 10.837, 17.338], [24.508, 11.126, 16.079], [24.001, 9.955, 17.271], [16.410, 14.878, 14.720], [17.663, 14.333, 14.819], [17.785, 13.761, 16.111], [19.237, 13.460, 16.423], [19.948, 12.953, 15.223], [19.281, 12.618, 14.525], [20.396, 13.728, 14.715], [20.808, 11.836, 15.440], [21.216, 11.259, 14.104], [20.051, 10.792, 13.518], [20.197, 9.966, 12.351], [15.637, 14.119, 14.843], [16.235, 15.451, 13.847], [16.209, 15.524, 15.577], [17.171, 12.867, 16.137], [17.405, 14.487, 16.882], [19.336, 12.737, 17.186], [19.737, 14.447, 16.800], [20.238, 11.043, 15.978], [21.733, 12.187, 16.028], [22.060, 10.476, 14.263], [21.630, 12.065, 13.416], [20.281, 10.587, 11.507], [19.295, 9.374, 12.336], [21.082, 9.301, 12.394], [15.386, 21.423, 13.101], [14.787, 20.712, 11.989], [15.652, 20.646, 10.805], [14.759, 20.125, 9.692], [13.640, 21.058, 9.421], [13.418, 21.392, 10.375], [13.909, 21.827, 8.882], [12.376, 20.436, 8.886], [11.390, 21.433, 8.355], [12.199, 22.414, 7.769], [11.633, 23.436, 6.933], [14.611, 21.515, 13.883], [15.600, 22.435, 12.784], [16.243, 20.934, 13.460], [16.459, 19.929, 10.915], [16.097, 21.645, 10.589], [14.283, 19.137, 9.871], [15.385, 20.015, 8.743], [11.810, 19.908, 9.659], [12.573, 19.737, 8.133], [10.722, 21.906, 9.059], [10.781, 20.928, 7.641], [12.489, 24.039, 6.659], [10.880, 24.082, 7.416], [11.319, 23.036, 5.994], [24.195, 14.615, 16.408], [24.792, 15.882, 16.588], [22.779, 14.626, 16.398], [24.629, 14.034, 15.058], [25.930, 13.752, 15.165], [23.921, 12.920, 14.847], [24.462, 14.846, 13.983], [24.555, 16.388, 17.902], [25.753, 17.129, 18.536], [25.900, 18.136, 18.092], [25.603, 17.291, 19.594], [26.718, 16.605, 18.362], [24.143, 15.562, 18.461], [23.702, 17.145, 17.881], [24.613, 14.002, 17.163], [19.087, 18.401, 9.930], [18.384, 19.014, 11.405], [18.732, 16.755, 10.441], [19.769, 17.705, 8.459], [19.359, 20.032, 9.390], [20.664, 18.285, 10.713], [17.451, 18.509, 9.218], [18.980, 17.375, 17.676], [17.567, 18.069, 18.380], [18.707, 16.055, 18.771], [20.466, 16.640, 17.034], [19.244, 18.703, 16.622], [19.952, 18.150, 18.873], [18.012, 16.450, 16.526], [21.823, 23.351, 18.763], [22.743, 23.411, 17.318], [22.685, 24.605, 19.544], [20.756, 23.230, 20.174], [20.694, 22.148, 18.018], [22.811, 22.032, 19.275], [20.717, 24.520, 18.062]], "total_charge": 1, "gap_ha": 0.3484, "e_homo_ev": -11.29}

Record 3
{"formula": "C13H52N10O13", "method": "ωB97M-V/def2-TZVPD", "species": ["C", "O", "H", "H", "H", "H", "C", "O", "H", "H", "H", "H", "C", "O", "H", "H", "H", "H", "C", "O", "H", "H", "H", "H", "C", "O", "H", "H", "H", "H", "C", "O", "H", "H", "H", "H", "C", "O", "H", "H", "H", "H", "C", "O", "H", "H", "H", "H", "C", "O", "N", "N", "H", "H", "H", "H", "C", "O", "N", "N", "H", "H", "H", "H", "C", "O", "N", "N", "H", "H", "H", "H", "C", "O", "N", "N", "H", "H", "H", "H", "C", "O", "N", "N", "H", "H", "H", "H"], "positions_angstrom": [[-5.108, -5.041, -3.914], [-3.981, -4.188, -4.003], [-4.963, -5.854, -3.203], [-5.956, -4.592, -3.398], [-5.486, -5.373, -4.880], [-4.311, -3.308, -3.809], [-3.458, 1.916, -4.394], [-4.187, 1.491, -3.298], [-4.024, 1.800, -5.318], [-3.415, 2.997, -4.262], [-2.495, 1.460, -4.625], [-3.902, 1.831, -2.447], [4.716, 8.372, 2.215], [4.493, 6.964, 2.286], [5.687, 8.757, 2.525], [4.548, 8.885, 1.268], [3.949, 8.818, 2.848], [5.044, 6.577, 2.971], [2.737, -3.429, 5.041], [1.662, -3.328, 4.182], [2.847, -4.496, 5.236], [3.700, -3.095, 4.656], [2.604, -2.917, 5.993], [0.854, -3.715, 4.528], [5.653, -5.290, 0.363], [5.188, -5.773, -0.933], [5.322, -4.270, 0.557], [5.287, -5.935, 1.162], [6.743, -5.321, 0.379], [5.874, -6.425, -1.093], [6.613, 0.728, -2.245], [6.047, 1.759, -2.971], [6.104, -0.235, -2.287], [7.608, 0.731, -2.690], [6.784, 0.985, -1.200], [5.130, 1.770, -2.687], [2.459, -2.105, -5.746], [1.316, -2.495, -6.490], [2.010, -1.423, -5.024], [2.791, -2.997, -5.216], [3.221, -1.674, -6.396], [0.630, -2.633, -5.833], [1.490, 6.261, -5.935], [0.659, 7.208, -6.574], [2.496, 6.235, -6.354], [1.629, 6.535, -4.889], [1.066, 5.281, -6.155], [-0.138, 7.305, -6.048], [0.991, 1.240, 0.298], [0.776, 2.025, -0.580], [1.846, 1.433, 1.244], [0.602, -0.005, 0.135], [2.263, 0.744, 1.854], [2.360, 2.302, 1.252], [0.893, -0.660, 0.847], [-0.147, -0.263, -0.491], [-0.362, -7.470, -0.156], [-1.552, -7.406, 0.177], [0.569, -8.054, 0.514], [0.099, -6.990, -1.259], [0.336, -8.555, 1.359], [1.490, -8.139, 0.107], [1.057, -6.831, -1.540], [-0.538, -6.478, -1.852], [-3.978, 6.042, 0.777], [-4.080, 4.858, 0.832], [-4.931, 6.894, 1.013], [-2.944, 6.600, 0.304], [-5.846, 6.489, 1.144], [-4.774, 7.891, 1.058], [-2.865, 7.591, 0.125], [-2.204, 5.942, 0.108], [-6.200, -2.377, 3.125], [-6.529, -3.222, 3.989], [-5.504, -2.658, 1.987], [-6.463, -1.107, 3.159], [-5.273, -3.632, 1.852], [-5.258, -1.941, 1.320], [-7.018, -0.824, 3.954], [-5.795, -0.463, 2.761], [-1.938, 0.503, 7.472], [-2.036, -0.687, 7.752], [-1.290, 0.913, 6.424], [-2.386, 1.567, 8.131], [-0.988, 1.876, 6.375], [-0.823, 0.212, 5.867], [-2.152, 2.452, 7.705], [-2.942, 1.435, 8.964]], "relative_energy_kj_mol": 557.2, "gap_ha": 0.3431, "e_homo_ev": -9.49}

Let's list energy in order: -40499.6788 -308255.0828 -55839.4830 eV.